Entry 1:
Below is 7 unconnected molecules or ions with the total composition C39H64O17 at a distorted geometry, with properties calculated with ωB97M-V/def2-TZVPD.

Each atom is followed by the atoms it is bonded to, with distances in Å.
Element x y z (Å)
1 C -2.5174 -3.3979 4.4766  C2 1.530, H21 1.096, H22 1.096, H23 1.094
2 C -3.1494 -3.6844 3.1125  C1 1.530, C3 1.534, H24 1.097, H25 1.096
3 C -2.3950 -4.7688 2.3322  C2 1.534, C4 1.532, H26 1.095, H27 1.097
4 C -1.1478 -4.2776 1.5895  C3 1.532, C5 1.530, H28 1.099, H29 1.098
5 C -1.4014 -3.1540 0.5818  C4 1.530, C6 1.535, H30 1.099, H31 1.099
6 C -0.2241 -2.9348 -0.3781  C5 1.535, C7 1.542, H32 1.098, H33 1.097
7 C 0.9785 -2.1959 0.2428  C6 1.542, C8 1.534, H34 1.096, H35 1.094
8 C 1.0712 -0.7234 -0.1763  C7 1.534, C9 1.535, H36 1.099, H37 1.093
9 C 0.1742 0.2649 0.5814  C8 1.535, C10 1.517, H38 1.100, H39 1.098
10 C 0.3448 0.2084 2.0875  C9 1.517, O11 1.455, H40 1.092, H41 1.092
11 O -0.5915 1.0990 2.7554  C10 1.455, C12 1.327
12 C -1.8581 0.7166 2.6537  O11 1.327, O13 1.195, O14 1.336
13 O -2.2981 -0.3587 2.9332  C12 1.195
14 O -2.6014 1.7365 2.2153  C12 1.336, C15 1.436
15 C -4.0171 1.4943 2.2343  O14 1.436, C16 1.528, H42 1.093, H43 1.094
16 C -4.4734 0.6461 1.0479  C15 1.528, C17 1.535, H44 1.092, H45 1.094
17 C -5.8592 1.0465 0.5220  C16 1.535, C18 1.515, H46 1.097, H47 1.096
18 C -5.8537 1.5590 -0.9037  C17 1.515, O19 1.182, O20 1.357
19 O -4.9270 2.0677 -1.4327  C18 1.182
20 O -7.0506 1.4918 -1.5405  C18 1.357, H48 0.967
21 H -2.7555 -4.1971 5.1883  C1 1.096
22 H -1.4285 -3.3074 4.3979  C1 1.096
23 H -2.8830 -2.4564 4.8983  C1 1.094
24 H -3.1835 -2.7472 2.5439  C2 1.097
25 H -4.1890 -4.0007 3.2564  C2 1.096
26 H -2.0943 -5.5480 3.0409  C3 1.095
27 H -3.0695 -5.2364 1.6051  C3 1.097
28 H -0.3838 -3.9606 2.3132  C4 1.099
29 H -0.7202 -5.1345 1.0527  C4 1.098
30 H -1.6027 -2.2155 1.1176  C5 1.099
31 H -2.3066 -3.3971 0.0073  C5 1.099
32 H -0.5744 -2.3752 -1.2557  C6 1.098
33 H 0.1001 -3.9168 -0.7438  C6 1.097
34 H 0.9212 -2.2924 1.3331  C7 1.096
35 H 1.9157 -2.6812 -0.0456  C7 1.094
36 H 0.7692 -0.6741 -1.2319  C8 1.099
37 H 2.1097 -0.3836 -0.1403  C8 1.093
38 H -0.8781 0.1085 0.3022  C9 1.100
39 H 0.4276 1.2845 0.2614  C9 1.098
40 H 1.3339 0.5630 2.3839  C10 1.092
41 H 0.2131 -0.7972 2.4934  C10 1.092
42 H -4.4652 2.4910 2.1955  C15 1.093
43 H -4.2821 1.0345 3.1907  C15 1.094
44 H -4.4854 -0.4054 1.3417  C16 1.092
45 H -3.7241 0.7533 0.2580  C16 1.094
46 H -6.3069 1.8431 1.1291  C17 1.097
47 H -6.5501 0.1978 0.5829  C17 1.096
48 H -7.5146 0.6763 -1.3056  O20 0.967
49 O 4.0419 -0.6204 1.3609  C50 1.201
50 C 4.8118 -0.4824 0.4491  O49 1.201, C51 1.515, O54 1.345
51 C 5.9257 0.5349 0.3101  C50 1.515, C52 1.526, H55 1.092, H56 1.087
52 C 6.1775 0.5322 -1.1954  C51 1.526, C53 1.521, H57 1.088, H58 1.090
53 C 5.7887 -0.8837 -1.5907  C52 1.521, O54 1.445, H59 1.091, H60 1.084
54 O 4.7401 -1.2376 -0.6610  C50 1.345, C53 1.445
55 H 6.7842 0.2047 0.8989  C51 1.092
56 H 5.5836 1.4916 0.6977  C51 1.087
57 H 7.1913 0.8079 -1.4792  C52 1.088
58 H 5.4812 1.2230 -1.6703  C52 1.090
59 H 6.6026 -1.6033 -1.4851  C53 1.091
60 H 5.3789 -0.9581 -2.5912  C53 1.084
61 O 5.2148 -3.0329 -3.8163  C62 1.196
62 C 4.9347 -2.7588 -4.9462  O61 1.196, C63 1.518, O66 1.356
63 C 4.1623 -1.5542 -5.4513  C62 1.518, C64 1.526, H67 1.092, H68 1.086
64 C 3.7842 -1.9632 -6.8720  C63 1.526, C65 1.526, H69 1.088, H70 1.091
65 C 4.9234 -2.9122 -7.2336  C64 1.526, O66 1.437, H71 1.093, H72 1.087
66 O 5.3100 -3.5313 -5.9957  C62 1.356, C65 1.437
67 H 4.8313 -0.6914 -5.4274  C63 1.092
68 H 3.3217 -1.3464 -4.7950  C63 1.086
69 H 3.6892 -1.1337 -7.5691  C64 1.088
70 H 2.8397 -2.5087 -6.8609  C64 1.091
71 H 5.7897 -2.3805 -7.6343  C65 1.093
72 H 4.6413 -3.7005 -7.9273  C65 1.087
73 O -2.8129 -8.0314 3.0261  C74 1.194
74 C -3.0991 -7.9879 4.1846  O73 1.194, C75 1.518, O78 1.359
75 C -2.5899 -8.8506 5.3252  C74 1.518, C76 1.526, H79 1.092, H80 1.087
76 C -3.5925 -8.5753 6.4423  C75 1.526, C77 1.526, H81 1.088, H82 1.091
77 C -4.0454 -7.1570 6.1056  C76 1.526, O78 1.435, H83 1.093, H84 1.087
78 O -3.9670 -7.0650 4.6753  C74 1.359, C77 1.435
79 H -1.5843 -8.5076 5.5770  C75 1.092
80 H -2.5353 -9.8890 5.0100  C75 1.087
81 H -3.1827 -8.6593 7.4463  C76 1.088
82 H -4.4364 -9.2615 6.3601  C76 1.091
83 H -3.3836 -6.4005 6.5339  C77 1.093
84 H -5.0689 -6.9380 6.3998  C77 1.087
85 O 3.6392 1.0913 -3.2806  C86 1.201
86 C 3.0126 2.0001 -2.8079  O85 1.201, C87 1.511, O90 1.351
87 C 1.5217 2.2373 -2.8782  C86 1.511, C88 1.523, H91 1.093, H92 1.086
88 C 1.3732 3.6769 -2.4046  C87 1.523, C89 1.526, H93 1.084, H94 1.091
89 C 2.5857 3.8295 -1.4910  C88 1.526, O90 1.447, H95 1.093, H96 1.085
90 O 3.5946 2.9568 -2.0523  C86 1.351, C89 1.447
91 H 1.0429 1.5303 -2.1957  C87 1.093
92 H 1.1501 2.0481 -3.8810  C87 1.086
93 H 0.4300 3.8792 -1.9100  C88 1.084
94 H 1.4621 4.3582 -3.2519  C88 1.091
95 H 2.3801 3.4862 -0.4737  C89 1.093
96 H 2.9839 4.8384 -1.4578  C89 1.085
97 O 3.9115 7.3671 -1.4707  C98 1.195
98 C 3.3778 7.5471 -0.4167  O97 1.195, C99 1.517, O102 1.358
99 C 3.6731 8.5956 0.6387  C98 1.517, C100 1.527, H103 1.092, H104 1.086
100 C 2.9569 8.0539 1.8735  C99 1.527, C101 1.526, H105 1.088, H106 1.091
101 C 1.8174 7.2553 1.2464  C100 1.526, O102 1.437, H107 1.092, H108 1.087
102 O 2.3403 6.7747 -0.0030  C98 1.358, C101 1.437
103 H 3.2519 9.5422 0.2943  C99 1.092
104 H 4.7469 8.7136 0.7544  C99 1.086
105 H 2.6059 8.8184 2.5628  C100 1.088
106 H 3.6195 7.3815 2.4193  C100 1.091
107 H 0.9442 7.8764 1.0347  C101 1.092
108 H 1.5072 6.3947 1.8337  C101 1.087
109 O -1.5916 2.8006 -3.7892  C110 1.195
110 C -2.2528 3.6511 -3.2714  O109 1.195, C111 1.515, O114 1.360
111 C -3.7537 3.8539 -3.3192  C110 1.515, C112 1.527, H115 1.092, H116 1.086
112 C -3.9218 5.2920 -2.8329  C111 1.527, C113 1.526, H117 1.088, H118 1.091
113 C -2.7074 5.4564 -1.9231  C112 1.526, O114 1.437, H119 1.092, H120 1.087
114 O -1.6915 4.6161 -2.4952  C110 1.360, C113 1.437
115 H -4.2087 3.1258 -2.6443  C111 1.092
116 H -4.1204 3.6714 -4.3254  C111 1.086
117 H -4.8607 5.4876 -2.3201  C112 1.088
118 H -3.8449 5.9786 -3.6769  C112 1.091
119 H -2.9037 5.1092 -0.9063  C113 1.092
120 H -2.3196 6.4715 -1.8848  C113 1.087

As for the HOMO energy: -9.6 eV. The calculation puts the gap between HOMO and LUMO at 9.824 eV. The value obtained for the total energy is -2803.6451 Ha. The molecular weight is 804.92 g/mol. The SMILES is CCCCCCCCCCOC(=O)OCCCC(=O)O.O=C1CCCO1.O=C1CCCO1.O=C1CCCO1.O=C1CCCO1.O=C1CCCO1.O=C1CCCO1. As for the spin multiplicity: 1. The energy above the lowest of the compared OMol25 structures with the same formula, charge and spin is 0.00 kcal per mole.

Mulliken atomic charge list, values in e, 4 entries: -0.960, 0.677, -0.480, -0.667


Entry 2:
Below is a gas-phase ion, C3H10N2S2 (charge -1) at a distorted geometry, with properties calculated with ωB97M-V/def2-TZVPD.

Each atom is followed by the atoms it is bonded to, with distances in Å.
Element x y z (Å)
1 S 1.4367 0.2460 -3.3244  S2 2.036, H8 1.333
2 S -0.3726 -0.4681 -2.7230  S1 2.036, C3 1.856
3 C -0.1867 -0.9080 -0.9298  S2 1.856, C4 1.502, H9 1.104, H10 1.075
4 C -0.4971 0.1803 0.0571  C3 1.502, C5 1.537, N7 1.416, H11 1.102
5 C -0.1341 -0.3333 1.4598  C4 1.537, N6 1.479, H12 1.180, H13 1.144
6 N -1.0378 0.1486 2.5274  C5 1.479, H14 1.014, H15 1.010
7 N 0.1158 1.3989 -0.3238  C4 1.416, H16 1.074, H17 1.015
8 H 2.1778 -0.6995 -3.9013  S1 1.333
9 H -0.9163 -1.7362 -0.9051  C3 1.104
10 H 0.8299 -1.0667 -0.6179  C3 1.075
11 H -1.5975 0.2399 0.0786  C4 1.102
12 H -0.2499 -1.5042 1.3728  C5 1.180
13 H 0.9758 -0.0739 1.5530  C5 1.144
14 H -0.5695 0.0254 3.4187  N6 1.014
15 H -1.1054 1.1567 2.5104  N6 1.010
16 H 1.1255 1.3243 -0.6827  N7 1.074
17 H 0.0053 2.0698 0.4303  N7 1.015

Its expectation value of S² is 0.752. As for the HOMO energy (spin up / spin down): 0.5 / -4.7 eV. The calculation puts the gap between HOMO and LUMO (spin up / spin down) at 2.648 / 7.871 eV. Its total charge is -1. The value obtained for the total energy is -1026.1246 Ha. The molecular weight is 138.26 g/mol. As for the spin multiplicity: 2. The energy above the lowest of the compared OMol25 structures with the same formula, charge and spin is 38.55 kcal per mole.

natural (NBO) atomic charge list, values in e, 4 entries: -0.685, -0.177, -0.539, -0.094


Entry 3:
Below is C2H2N2O in the gas phase at a distorted geometry, with properties calculated with ωB97M-V/def2-TZVPD.

Each atom is followed by the atoms it is bonded to, with distances in Å.
Element x y z (Å)
1 O 0.0728 1.2399 0.4609  C2 1.250
2 C -0.1079 0.7759 -0.6861  O1 1.250, N3 1.319, H6 1.101
3 N -0.0341 -0.4822 -1.0769  C2 1.319, N4 1.593
4 N 0.7040 -1.3536 0.0340  N3 1.593, C5 1.189
5 C 0.1608 -0.8411 0.9591  N4 1.189, H7 1.070
6 H -0.3813 1.4054 -1.5470  C2 1.101
7 H -0.4143 -0.7443 1.8559  C5 1.070

As for the HOMO energy: -9.8 eV. The calculation puts the gap between HOMO and LUMO at 9.216 eV. The value obtained for the total energy is -262.0054 Ha. The molecular weight is 70.05 g/mol. As for the spin multiplicity: 1. The energy above the lowest of the compared OMol25 structures with the same formula, charge and spin is 99.49 kcal per mole.

natural (NBO) atomic charge list, values in e, 4 entries: -0.631, 0.390, -0.359, -0.231


Question: Look up the molecular weight of the third one.
Answer: 70.05 g/mol